77
Properties=species:S:1:pos:R:3 method="wB97M-V/def2-TZVPD" energy_ha=-2521.00866 spin_multiplicity=1 charge=+1 homo_ev=-10.2 orbital_gap_ev=8.1
Bi -0.19 0.81 -0.82
C -2.00 0.79 0.72
C -1.21 1.65 1.63
C -1.35 2.95 1.23
C -2.32 3.00 0.15
C -2.76 1.74 -0.12
C -3.92 1.38 -1.00
C -2.77 4.28 -0.49
C -0.70 4.16 1.81
C -0.51 1.15 2.85
C -2.60 -0.52 1.18
H -4.83 1.85 -0.62
H -4.09 0.31 -1.00
H -3.80 1.72 -2.03
H -3.15 4.98 0.25
H -3.57 4.10 -1.21
H -1.95 4.77 -1.01
H -1.45 4.86 2.19
H -0.12 4.70 1.06
H -0.04 3.91 2.64
H -1.20 1.17 3.70
H 0.35 1.77 3.11
H -0.16 0.12 2.74
H -3.52 -0.32 1.74
H -1.93 -1.05 1.85
H -2.85 -1.18 0.35
N -1.67 -0.33 -2.87
C -2.26 -1.52 -2.37
C -3.64 -1.71 -2.44
C -4.23 -2.82 -1.85
C -3.44 -3.76 -1.20
C -2.07 -3.59 -1.18
C -1.46 -2.48 -1.76
C 0.02 -2.37 -1.82
C 0.74 -3.49 -2.25
C 2.12 -3.45 -2.37
C 2.80 -2.27 -2.08
C 2.08 -1.16 -1.65
C 0.69 -1.20 -1.50
H -2.32 0.22 -3.42
H -0.84 -0.52 -3.43
H -4.25 -0.98 -2.96
H -5.30 -2.95 -1.91
H -3.90 -4.62 -0.73
H -1.44 -4.34 -0.70
H 0.20 -4.39 -2.51
H 2.66 -4.32 -2.71
H 3.87 -2.21 -2.20
H 2.63 -0.25 -1.43
Cl 1.95 3.75 -2.33
C 2.46 3.05 -3.87
Cl 1.89 1.38 -4.06
H 3.55 3.03 -3.89
H 2.05 3.64 -4.67
C 2.37 -2.77 3.01
C 1.39 -2.86 1.86
N 0.99 -1.51 1.49
C 1.85 -0.46 1.45
N 1.48 0.63 0.81
C 2.30 1.84 0.89
C 3.19 1.83 2.12
C 3.97 0.54 2.13
N 3.03 -0.58 2.10
C 3.51 -1.87 2.60
H 2.74 -3.75 3.28
H 1.86 -2.35 3.89
H 0.49 -3.40 2.15
H 1.84 -3.38 1.01
H 0.21 -1.43 0.86
H 1.63 2.70 0.90
H 2.92 1.93 0.00
H 2.58 1.89 3.03
H 3.86 2.69 2.11
H 4.57 0.44 3.03
H 4.64 0.49 1.27
H 4.18 -1.67 3.44
H 4.11 -2.36 1.82

=====

86
Properties=species:S:1:pos:R:3 method="wB97M-V/def2-TZVPD" energy_ha=-2609.93865 spin_multiplicity=1 relative_energy_kcal_mol=0.0 homo_ev="-7.3 / -7.3" orbital_gap_ev="7.5 / 7.5"
Bi -0.38 -0.17 -1.90
N 0.35 -2.08 3.13
C 1.65 -1.88 3.77
C 2.81 -2.79 3.39
C 3.55 -2.48 2.07
N 2.88 -3.10 0.91
C 3.86 -0.99 1.98
C 2.61 -0.14 2.17
N 1.62 -0.41 1.18
C 2.03 -0.43 3.57
H -0.05 -2.98 3.44
H 0.39 -2.02 2.15
H -0.86 -1.00 3.44
H 1.50 -2.17 4.81
H 2.46 -3.80 3.40
H 3.52 -2.73 4.23
H 4.48 -3.02 2.22
H 3.51 -3.20 0.15
H 2.21 -2.42 0.67
H 4.41 -0.75 1.06
H 4.55 -0.78 2.83
H 2.98 0.91 2.20
H 1.96 -0.11 0.28
H 0.77 0.13 1.35
H 1.18 0.21 3.79
H 2.77 -0.17 4.34
C 0.08 3.59 -0.46
C -0.18 3.39 -1.86
N -0.58 2.21 -2.40
C -0.72 2.39 -3.75
C -0.54 3.75 -3.99
N -0.22 4.32 -2.79
C -0.63 4.60 -5.17
O -1.01 4.07 -6.30
O -0.29 5.76 -5.15
C -1.07 1.29 -4.65
O -1.31 1.53 -5.83
O -0.98 0.12 -4.11
H 0.74 4.42 -0.29
H 0.55 2.68 -0.03
H -0.84 3.79 0.09
H -0.03 5.31 -2.67
H -1.14 3.08 -6.27
O -1.72 -0.42 3.51
C -1.97 0.29 2.36
O -1.11 0.37 1.52
C -3.24 1.10 2.38
C -3.82 1.46 1.20
C -5.08 2.06 1.20
C -5.67 2.36 2.43
O -6.89 2.97 2.72
C -7.12 2.61 4.08
O -5.86 2.37 4.72
C -5.01 2.03 3.62
C -3.83 1.37 3.61
H -3.34 1.16 0.28
H -5.61 2.18 0.25
H -7.67 1.71 4.07
H -7.63 3.43 4.66
H -3.41 1.06 4.56
C 2.41 1.24 -3.74
C 2.76 -0.08 -3.02
C 3.00 -1.23 -4.00
C 3.99 0.14 -2.15
C 1.60 -0.57 -2.14
H 3.23 1.40 -4.45
H 2.38 2.09 -3.08
H 1.50 1.13 -4.31
H 3.93 -1.08 -4.55
H 2.21 -1.38 -4.72
H 3.10 -2.13 -3.31
H 4.79 0.56 -2.76
H 4.26 -0.83 -1.79
H 3.75 0.85 -1.31
H 1.89 -1.29 -1.31
I -4.30 -4.23 0.73
C -2.33 -4.03 0.06
C -1.74 -5.11 -0.54
C -0.51 -4.97 -1.11
C 0.06 -3.73 -1.08
N -0.48 -2.64 -0.50
C -1.70 -2.81 0.03
H -2.24 -6.05 -0.50
H -0.01 -5.80 -1.59
H 1.04 -3.49 -1.47
H -2.19 -1.95 0.44